An isolated molecule of C6H9N, computed with wB97M-V/def2-TZVPD.

The geometry in XYZ format:
```
16
Properties=species:S:1:pos:R:3
N 1.10 1.43 1.10
C 0.84 -0.03 1.18
C -1.94 -0.33 0.17
C -0.10 1.52 0.66
C -0.51 0.13 0.38
C 0.70 -0.68 -0.12
C 1.42 -0.31 -1.39
H -2.06 -0.68 -0.86
H 1.63 0.77 -1.37
H 0.95 -0.48 2.16
H -2.28 -1.13 0.84
H 2.37 -0.85 -1.49
H -2.62 0.53 0.28
H 0.79 -0.55 -2.25
H -0.74 2.41 0.71
H 0.48 -1.74 0.01
```

As for the total charge: 0. The maximum force is 0.6 eV/A. As for the orbital gap: 9.4 eV. As for the energy above the lowest of the compared OMol25 structures with the same formula, charge and spin: 3.353 eV. The HOMO energy is -8.39 eV.

Atom charges from the natural (NBO) analysis, given in e for atoms 1 to 5:
1 N -0.46
2 C -0.01
3 C -0.61
4 C 0.13
5 C -0.19

=====

An isolated molecule of C6H9N, computed with wB97M-V/def2-TZVPD.

The geometry in XYZ format:
```
16
Properties=species:S:1:pos:R:3
N 1.36 1.11 -0.20
C 0.12 -0.73 0.17
C 1.55 -1.06 0.30
C 2.41 -0.02 0.14
C -1.18 1.48 -0.30
C -0.01 0.58 -0.11
C -0.98 -1.73 0.30
H 1.54 1.94 0.36
H -2.11 0.91 -0.18
H -1.21 2.30 0.44
H -1.97 -1.27 0.22
H 1.61 1.35 -1.16
H -0.91 -2.24 1.27
H 1.88 -2.07 0.52
H -1.21 1.94 -1.30
H -0.89 -2.49 -0.47
```

As for the total charge: 0. The maximum force is 0.6 eV/A. As for the orbital gap: 8.7 eV. As for the energy above the lowest of the compared OMol25 structures with the same formula, charge and spin: 3.268 eV. The HOMO energy is -7.99 eV.

Atom charges from the natural (NBO) analysis, given in e for atoms 1 to 5:
1 N -0.60
2 C 0.02
3 C -0.44
4 C -0.14
5 C -0.64

=====

An isolated molecule of C6H9N, computed with wB97M-V/def2-TZVPD.

The geometry in XYZ format:
```
16
Properties=species:S:1:pos:R:3
N -2.05 -0.11 0.10
C -0.72 0.29 0.13
C -0.68 1.78 0.05
C -0.10 -2.06 0.01
C 1.69 -0.29 -0.11
C -3.25 -0.45 0.19
C 0.26 -0.75 -0.05
H -4.08 -0.40 -0.51
H -0.78 2.03 -0.98
H 2.01 0.35 0.84
H 2.35 -1.21 -0.15
H 0.54 -2.85 0.25
H -1.42 2.13 0.79
H 0.29 1.99 0.57
H 1.98 0.35 -1.05
H -1.22 -2.16 -0.06
```

As for the total charge: 0. The maximum force is 6.0 eV/A. As for the orbital gap: 7.4 eV. As for the energy above the lowest of the compared OMol25 structures with the same formula, charge and spin: 4.602 eV. The HOMO energy is -7.03 eV.

Atom charges from the natural (NBO) analysis, given in e for atoms 1 to 5:
1 N -0.27
2 C 0.06
3 C -0.63
4 C -0.42
5 C -0.64

=====

An isolated molecule of C6H9N, computed with wB97M-V/def2-TZVPD.

The geometry in XYZ format:
```
16
Properties=species:S:1:pos:R:3
N 0.20 1.64 1.19
C 0.87 -1.55 -0.61
C 0.06 -0.42 -0.04
C -0.23 0.92 -1.05
C -0.12 1.98 0.01
C -1.03 -0.57 0.98
C 0.26 0.28 1.21
H 0.25 -2.54 -0.82
H 0.56 1.09 -1.82
H -1.13 -1.40 1.58
H 1.12 -0.18 1.85
H -1.94 0.14 0.87
H 1.29 -1.37 -1.61
H 1.67 -1.66 0.18
H -1.21 0.72 -1.62
H -0.61 2.94 -0.31
```

Its SMILES is C[C@]12CC=N[C@H]1C2. As for the total charge: 0. The maximum force is 6.0 eV/A. As for the orbital gap: 10.2 eV. As for the energy above the lowest of the compared OMol25 structures with the same formula, charge and spin: 2.960 eV. The HOMO energy is -9.20 eV.

Atom charges from the natural (NBO) analysis, given in e for atoms 1 to 5:
1 N -0.39
2 C -0.62
3 C -0.06
4 C -0.48
5 C 0.10

=====

An isolated molecule of C6H9N, computed with wB97M-V/def2-TZVPD.

The geometry in XYZ format:
```
16
Properties=species:S:1:pos:R:3
N 2.96 -0.12 0.16
C 4.08 -0.53 0.39
C -0.43 -0.87 -0.57
C -1.40 -1.47 0.47
C -0.64 1.66 -0.03
C 0.21 0.45 -0.34
C 1.63 0.61 -0.09
H -0.97 -2.02 1.20
H -1.60 1.25 -0.02
H -0.40 2.18 0.86
H -2.07 -2.05 0.02
H 1.77 1.75 -0.03
H 0.31 -1.56 -0.67
H -1.11 -0.94 -1.49
H -1.88 -0.72 0.91
H -0.47 2.38 -0.76
```

As for the total charge: 0. The maximum force is 5.6 eV/A. As for the orbital gap: 9.7 eV. As for the energy above the lowest of the compared OMol25 structures with the same formula, charge and spin: 4.493 eV. The HOMO energy is -9.24 eV.

Atom charges from the natural (NBO) analysis, given in e for atoms 1 to 5:
1 N -0.57
2 C 0.31
3 C -0.45
4 C -0.57
5 C -0.65

=====

An isolated molecule of C6H9N, computed with wB97M-V/def2-TZVPD.

The geometry in XYZ format:
```
16
Properties=species:S:1:pos:R:3
N 0.28 0.61 0.65
C -1.04 0.26 0.17
C -0.85 -0.78 -0.89
C 0.47 -0.86 -1.11
C 2.58 0.38 -0.14
C 1.12 0.04 -0.14
C -2.16 0.12 1.20
H -3.12 0.04 0.67
H -1.24 1.19 -0.38
H 0.98 -1.46 -1.86
H -2.04 -0.75 1.85
H 2.74 1.21 -0.84
H -1.64 -1.31 -1.40
H -2.19 1.02 1.82
H 2.89 0.72 0.85
H 3.22 -0.45 -0.46
```

Its SMILES is CC1=N[C@H](C)C=C1. As for the total charge: 0. The maximum force is 0.5 eV/A. As for the orbital gap: 10.3 eV. As for the energy above the lowest of the compared OMol25 structures with the same formula, charge and spin: 0.804 eV. The HOMO energy is -9.39 eV.

Atom charges from the natural (NBO) analysis, given in e for atoms 1 to 5:
1 N -0.40
2 C -0.14
3 C -0.15
4 C -0.29
5 C -0.65

=====

An isolated molecule of C6H9N, computed with wB97M-V/def2-TZVPD.

The geometry in XYZ format:
```
16
Properties=species:S:1:pos:R:3
N 0.16 -0.24 0.53
C -2.27 0.08 0.79
C 0.90 0.04 -0.37
C 1.85 -0.11 -1.44
C 1.45 -0.78 -2.75
C -0.99 0.18 1.19
C -0.63 0.69 2.57
H 1.18 -0.14 -3.51
H 0.57 -1.56 -2.43
H -1.23 0.20 3.27
H -2.63 -0.31 -0.23
H 2.33 -1.21 -3.06
H -0.70 1.78 2.61
H 2.79 0.50 -1.24
H -3.13 0.33 1.35
H 0.36 0.55 2.73
```

Its SMILES is C=C(C)N=C=CC. As for the total charge: 0. The maximum force is 6.0 eV/A. As for the orbital gap: 8.6 eV. As for the energy above the lowest of the compared OMol25 structures with the same formula, charge and spin: 3.774 eV. The HOMO energy is -7.64 eV.

Atom charges from the natural (NBO) analysis, given in e for atoms 1 to 5:
1 N -0.44
2 C -0.46
3 C 0.47
4 C -0.43
5 C -0.60

=====

An isolated molecule of C6H9N, computed with wB97M-V/def2-TZVPD.

The geometry in XYZ format:
```
16
Properties=species:S:1:pos:R:3
N 0.85 0.80 -1.13
C -1.28 -1.91 -0.07
C -0.28 -0.78 -0.04
C 1.06 -0.82 0.38
C 1.69 0.28 -0.24
C -0.53 1.66 0.44
C -0.48 0.52 -0.67
H -2.26 -1.64 0.34
H -1.43 1.64 1.03
H 0.32 1.55 1.19
H 2.51 0.91 0.05
H 1.03 1.63 -1.67
H -0.92 -2.83 0.41
H 1.53 -1.50 1.08
H -1.46 -2.17 -1.13
H -0.35 2.66 0.03
```

Its SMILES is Cc1cc[nH]c1C. As for the total charge: 0. The maximum force is 1.4 eV/A. As for the orbital gap (alpha / beta): 7.4 / 7.4 eV. As for the energy above the lowest of the compared OMol25 structures with the same formula, charge and spin: 4.077 eV. The HOMO energy (alpha / beta) is -7.12 / -7.13 eV.

Atom charges from the natural (NBO) analysis, given in e for atoms 1 to 5:
1 N -0.49
2 C -0.65
3 C 0.09
4 C -0.37
5 C 0.02

=====

A structure of composition C6H9N, computed with wB97M-V/def2-TZVPD.

The geometry in XYZ format:
```
16
Properties=species:S:1:pos:R:3
N -1.52 1.70 1.49
C -0.56 1.69 0.84
C 1.49 0.64 0.10
C 1.44 -0.50 1.07
C 0.61 1.64 0.02
C -0.58 -0.87 -1.45
C -1.68 -1.02 -0.60
H 1.50 -1.45 0.53
H 0.52 -0.49 1.66
H -2.56 -0.36 -0.56
H 2.33 0.65 -0.59
H -1.65 -1.77 0.20
H -0.83 -0.08 -2.17
H -1.53 -1.78 -1.59
H 0.72 2.44 -0.71
H 2.29 -0.44 1.76
```

As for the total charge: 0. The maximum force is 1.1 eV/A. As for the orbital gap: 9.5 eV. As for the energy above the lowest of the compared OMol25 structures with the same formula, charge and spin: 5.044 eV. The HOMO energy is -8.69 eV.

Atom charges from the natural (NBO) analysis, given in e for atoms 1 to 5:
1 N -0.34
2 C 0.27
3 C -0.03
4 C -0.67
5 C -0.38

=====

A structure of composition C6H9N, computed with wB97M-V/def2-TZVPD.

The geometry in XYZ format:
```
16
Properties=species:S:1:pos:R:3
N 0.41 -1.26 1.01
C -2.41 2.01 -1.15
C -0.72 -1.22 0.10
C -1.39 1.65 -0.60
C -0.16 1.18 0.04
C 0.15 -0.21 -0.53
C 1.92 -0.63 0.21
H 2.43 -0.87 1.15
H -0.92 -2.13 -0.48
H 2.16 0.41 0.00
H 2.29 -1.27 -0.59
H 0.82 -2.19 0.91
H 0.65 1.88 -0.17
H -1.62 -0.86 0.60
H -0.31 1.16 1.14
H -3.30 2.35 -1.63
```

As for the total charge: 0. The maximum force is 0.5 eV/A. As for the orbital gap: 8.9 eV. As for the energy above the lowest of the compared OMol25 structures with the same formula, charge and spin: 7.843 eV. The HOMO energy is -8.12 eV.

Atom charges from the natural (NBO) analysis, given in e for atoms 1 to 5:
1 N -0.52
2 C -0.24
3 C -0.36
4 C 0.00
5 C -0.59

=====

An isolated molecule of C6H9N, computed with wB97M-V/def2-TZVPD.

The geometry in XYZ format:
```
16
Properties=species:S:1:pos:R:3
N 1.01 1.29 0.61
C -0.02 -0.75 0.31
C -0.28 0.71 0.47
C -1.02 -1.83 0.58
C -1.31 1.37 -0.05
C 1.60 0.62 -0.56
C 1.15 -0.81 -0.34
H 1.63 -1.68 -0.77
H -1.96 -1.59 0.07
H -2.20 0.84 -0.37
H 0.97 0.98 -1.42
H 2.66 0.81 -0.72
H -0.67 -2.79 0.20
H 0.98 2.30 0.47
H -1.24 -1.93 1.65
H -1.25 2.44 -0.22
```

Its SMILES is C=C1NCC=C1C. As for the total charge: 0. The maximum force is 0.9 eV/A. As for the orbital gap: 9.5 eV. As for the energy above the lowest of the compared OMol25 structures with the same formula, charge and spin: 1.908 eV. The HOMO energy is -8.39 eV.

Atom charges from the natural (NBO) analysis, given in e for atoms 1 to 5:
1 N -0.59
2 C -0.02
3 C 0.16
4 C -0.63
5 C -0.49

=====

A structure of composition C6H9N, computed with wB97M-V/def2-TZVPD.

The geometry in XYZ format:
```
16
Properties=species:S:1:pos:R:3
N 1.63 1.17 -0.98
C -0.53 -0.20 0.05
C 1.35 0.88 0.39
C 0.02 1.20 -0.06
C 0.38 -1.13 -0.67
C 0.98 -0.59 0.57
C -2.00 -0.57 0.25
H 1.83 1.43 1.19
H -2.51 -0.82 -0.69
H 1.43 -1.22 1.33
H 2.19 2.04 -1.04
H 0.72 -0.83 -1.65
H 0.07 -2.16 -0.55
H -0.61 2.07 0.12
H -2.61 0.20 0.73
H -2.10 -1.46 0.87
```

As for the total charge: 0. The maximum force is 1.1 eV/A. As for the orbital gap: 9.1 eV. As for the energy above the lowest of the compared OMol25 structures with the same formula, charge and spin: 4.964 eV. The HOMO energy is -8.00 eV.

Atom charges from the natural (NBO) analysis, given in e for atoms 1 to 5:
1 N -0.65
2 C -0.06
3 C -0.13
4 C -0.03
5 C -0.41

=====

What did the tenth record say?
A structure of composition C6H9N, computed with wB97M-V/def2-TZVPD.

The geometry in XYZ format:
```
16
Properties=species:S:1:pos:R:3
N 0.41 -1.26 1.01
C -2.41 2.01 -1.15
C -0.72 -1.22 0.10
C -1.39 1.65 -0.60
C -0.16 1.18 0.04
C 0.15 -0.21 -0.53
C 1.92 -0.63 0.21
H 2.43 -0.87 1.15
H -0.92 -2.13 -0.48
H 2.16 0.41 0.00
H 2.29 -1.27 -0.59
H 0.82 -2.19 0.91
H 0.65 1.88 -0.17
H -1.62 -0.86 0.60
H -0.31 1.16 1.14
H -3.30 2.35 -1.63
```

As for the total charge: 0. The maximum force is 0.5 eV/A. As for the orbital gap: 8.9 eV. As for the energy above the lowest of the compared OMol25 structures with the same formula, charge and spin: 7.843 eV. The HOMO energy is -8.12 eV.

Atom charges from the natural (NBO) analysis, given in e for atoms 1 to 5:
1 N -0.52
2 C -0.24
3 C -0.36
4 C 0.00
5 C -0.59

=====

- maximum force of number 8 (C6H9N)?
  1.4 eV/A